No. 1
This record from the Open Molecules 2025 dataset describes one molecule with the formula C27H28FN5O3 in a non-equilibrium geometry. The level of theory is the ωB97M-V functional and the def2-TZVPD basis.

As for the SMILES: O=C(NC1CCCCC1)[C@@H](c1ccc(F)cc1)N(Cc1ccco1)C(=O)Cn1nnc2ccccc21. As for the charge: 0. Its spin multiplicity is 1. For the energy relative to the best compared isomer or geometry (same formula, charge and spin), the calculation gives 39.7 kcal per mole. As for the total energy: -1645.0608 a.u. For the HOMO-LUMO gap, the calculation gives 9.4 eV.

Positions of all 64 atoms, in Å:
O1 -1.313694 -0.115330 3.163002
C1 -1.525455 -0.016476 1.969787
N1 -2.445200 -0.732161 1.305984
C2 -3.219338 -1.795416 1.918077
C3 -4.682285 -1.687482 1.492499
C4 -5.502024 -2.810834 2.120548
C5 -4.936487 -4.170651 1.722767
C6 -3.475845 -4.282563 2.147759
C7 -2.649559 -3.161326 1.525518
C8 -0.695779 0.862576 1.016306
C9 -0.116293 2.155361 1.534225
C10 0.385403 3.046098 0.587409
C11 0.992666 4.224398 0.972487
C12 1.080369 4.510363 2.323300
F1 1.681098 5.654444 2.710692
C13 0.569068 3.658368 3.282706
C14 -0.026358 2.474775 2.881752
N2 0.385931 -0.015221 0.545599
C15 1.511767 -0.186604 1.442742
C16 2.553025 0.871179 1.248138
C17 3.207045 1.670976 2.136213
C18 4.066870 2.495825 1.369772
C19 3.870172 2.138661 0.074702
O2 2.960021 1.150529 -0.012068
C20 0.203280 -0.663586 -0.620854
O3 -0.833508 -0.579174 -1.254497
C21 1.382039 -1.502599 -1.126472
N3 1.120108 -1.951678 -2.456698
N4 0.861238 -3.236594 -2.733109
N5 0.599127 -3.385566 -3.962713
C22 0.660331 -2.170165 -4.578311
C23 0.462303 -1.779034 -5.902335
C24 0.611146 -0.443164 -6.188611
C25 0.950222 0.496309 -5.202901
C26 1.153449 0.135623 -3.891054
C27 0.999535 -1.211959 -3.591491
H1 -2.461330 -0.692173 0.294833
H2 -3.130695 -1.657484 3.000638
H3 -5.080021 -0.716057 1.792171
H4 -4.741180 -1.757326 0.403493
H5 -5.477643 -2.711487 3.207866
H6 -6.542146 -2.730006 1.799640
H7 -5.009294 -4.291577 0.639774
H8 -5.520409 -4.966410 2.188661
H9 -3.408574 -4.218465 3.236014
H10 -3.070820 -5.248898 1.842230
H11 -1.611767 -3.229714 1.859243
H12 -2.661726 -3.253621 0.436505
H13 -1.305057 1.087373 0.132839
H14 0.306978 2.805883 -0.463140
H15 1.394238 4.915562 0.248689
H16 0.644866 3.918696 4.326441
H17 -0.422759 1.796683 3.619891
H18 1.139265 -0.123629 2.469016
H19 1.944172 -1.181016 1.300448
H20 3.089073 1.674094 3.199495
H21 4.730200 3.250188 1.738153
H22 4.297879 2.490024 -0.842897
H23 1.499221 -2.397784 -0.508641
H24 2.298952 -0.905020 -1.103379
H25 0.203756 -2.504158 -6.656537
H26 0.464616 -0.096192 -7.200792
H27 1.053024 1.532723 -5.489024
H28 1.411909 0.857535 -3.131240

Cartesian forces, eV/Å:
0.152 -0.071 0.487
0.012 0.360 -0.571
-0.388 -0.173 -0.181
-0.004 -0.091 -0.092
0.031 0.002 0.400
-0.019 -0.052 -0.348
0.001 0.005 0.339
-0.015 -0.053 -0.322
-0.038 0.044 0.391
-0.167 -0.023 -0.054
-0.223 0.028 0.116
-0.053 -0.024 0.172
0.041 0.121 0.105
-0.071 -0.164 0.019
-0.032 -0.059 -0.028
0.159 0.275 -0.102
-0.117 0.023 -0.031
-0.208 0.162 0.135
0.481 0.048 -0.255
0.164 0.171 0.924
-0.305 -0.541 -0.354
0.054 -0.084 -0.558
0.513 0.590 0.422
-0.337 -0.394 -0.235
0.122 -0.164 0.005
-0.109 -0.093 -0.253
-0.123 -0.026 0.043
0.071 0.453 -0.589
0.061 -0.587 0.934
-0.209 -0.587 -0.501
0.316 1.126 0.648
0.012 -0.044 0.105
-0.062 -0.083 -0.226
0.064 0.099 0.156
0.021 0.146 0.064
-0.165 -0.662 -0.642
0.158 0.148 0.028
-0.048 -0.045 -0.116
0.033 0.050 -0.072
-0.017 0.038 -0.106
-0.057 0.015 0.077
-0.035 0.024 0.086
-0.037 -0.049 -0.074
-0.033 -0.048 -0.073
0.025 -0.052 0.079
0.030 -0.030 0.092
0.052 0.041 -0.063
0.037 0.014 -0.089
0.151 -0.081 0.233
0.006 -0.036 -0.138
0.047 0.085 -0.058
0.019 0.056 0.111
-0.006 -0.046 0.024
0.110 -0.099 -0.078
-0.092 0.059 0.087
-0.113 -0.023 0.247
0.170 0.201 0.002
0.004 -0.011 -0.182
0.064 0.132 -0.045
-0.074 -0.162 0.048
-0.033 -0.070 -0.113
-0.015 0.006 -0.077
0.011 0.080 -0.003
0.013 0.124 0.050

No. 2
This record from the Open Molecules 2025 dataset describes C27H28N2O4P2SSc as an isolated structure in a non-equilibrium geometry. The level of theory is the ωB97M-V functional and the def2-TZVPD basis.

As for the charge: +1. Its spin multiplicity is 1. As for the total energy: -3297.5600 a.u. For the HOMO-LUMO gap, the calculation gives 6.6 eV.

Positions of all 65 atoms, in Å:
C1 -0.956601 3.533008 -3.129446
C2 -0.757235 2.205604 -2.755990
C3 0.531938 1.581191 -2.873076
C4 1.627087 2.390105 -3.386860
C5 1.374238 3.762868 -3.679110
C6 0.104925 4.321990 -3.552616
C7 2.868538 1.771755 -3.595562
C8 3.046924 0.401565 -3.339983
C9 1.903594 -0.354896 -2.836946
C10 2.045399 -1.777185 -2.694171
C11 3.271711 -2.380856 -2.942585
C12 4.395922 -1.652758 -3.340405
C13 4.271442 -0.288819 -3.582750
H1 -1.950701 3.955679 -3.105226
H2 2.189673 4.349854 -4.101038
H3 -0.043158 5.373339 -3.795198
H4 3.687407 2.362522 -4.012187
H5 3.346018 -3.454567 -2.853423
H6 5.356796 -2.143764 -3.519485
H7 5.103439 0.285483 -3.989707
N1 0.746033 0.284186 -2.495191
Sc1 -0.108588 -0.319283 0.703702
C14 -1.965557 1.410981 -2.303760
H8 -2.058968 0.440998 -2.835468
H9 -2.866026 2.033778 -2.490331
C15 0.898394 -2.622741 -2.193915
H10 -0.027257 -2.286805 -2.696678
H11 1.141002 -3.688657 -2.399899
P1 -1.884845 1.056533 -0.485144
P2 0.642909 -2.495185 -0.369359
C16 1.977609 -3.618499 0.192787
H12 1.976090 -3.637109 1.300658
H13 1.702562 -4.613019 -0.228612
H14 2.968867 -3.276328 -0.177274
C17 -0.829234 -3.510648 -0.236537
H15 -0.506097 -4.562763 -0.199455
H16 -1.356958 -3.254765 0.692149
H17 -1.487948 -3.335239 -1.106981
C18 -1.990551 2.754132 0.205895
H18 -3.056504 3.069057 0.193343
H19 -1.582671 2.776061 1.223616
H20 -1.387650 3.435758 -0.425864
C19 -3.573179 0.442292 -0.198674
H21 -3.706961 0.317963 0.880126
H22 -4.300343 1.159316 -0.602021
H23 -3.665296 -0.533987 -0.683115
C20 2.230875 -0.183324 0.943282
O1 3.215475 -0.779763 1.291161
H24 1.514200 0.923686 0.671777
O2 -1.734598 -1.557275 2.156040
C21 -1.222762 -0.893413 3.114342
N2 -0.120652 -0.148571 2.852726
S1 0.243972 1.059384 3.999753
O3 1.587383 0.854613 4.469776
O4 -0.192690 2.312118 3.431256
C22 -0.976453 0.339579 5.081803
C23 -1.301193 0.769004 6.353473
C24 -2.364348 0.146786 7.007814
C25 -3.079152 -0.910106 6.415579
C26 -2.709606 -1.371590 5.134733
C27 -1.665489 -0.707598 4.473627
H25 -0.716253 1.559156 6.779529
H26 -2.628950 0.519403 7.992757
H27 -3.937459 -1.364936 6.939853
H28 -3.258521 -2.235304 4.712493

Cartesian forces, eV/Å:
0.168 -1.555 0.544
-0.668 0.079 -0.286
1.341 -0.126 0.320
-0.706 -0.405 0.161
-0.718 0.457 -0.351
2.102 0.117 -0.397
-0.209 -0.245 0.043
-0.766 -0.337 -0.007
0.219 1.425 0.163
0.539 -0.371 0.459
-1.225 0.417 0.246
0.570 1.743 -0.709
0.267 -0.789 0.114
-0.110 -0.048 0.100
-0.156 -0.027 0.238
0.010 -0.295 -0.014
-0.119 -0.171 0.220
0.001 -0.131 0.082
-0.435 0.136 0.059
-0.093 -0.176 0.192
-0.350 -0.204 -0.686
2.707 -0.173 1.169
0.312 -0.085 -0.102
0.068 0.553 0.230
0.366 -0.548 0.195
0.288 0.450 -0.506
0.293 -0.416 0.252
-0.491 0.599 0.010
-1.300 1.557 -1.000
0.486 -0.835 -1.094
-0.050 0.092 0.289
0.175 -0.180 -0.612
0.460 0.592 0.411
-0.689 -0.229 0.305
-0.591 -0.738 0.271
-0.472 0.203 -0.128
-0.007 -0.284 -0.303
0.237 -0.142 0.453
-0.051 0.206 -0.104
0.699 -0.069 0.080
-0.207 0.108 -0.143
-0.295 -0.345 0.395
0.160 -0.223 0.177
-0.185 -0.047 -0.159
0.139 -0.276 0.113
-0.234 0.106 0.096
-0.463 -5.881 0.682
-2.420 4.356 -1.233
1.053 1.575 0.367
0.725 0.738 0.779
1.031 0.250 -1.915
0.251 0.695 -0.522
-0.450 -1.935 -1.050
-0.829 0.542 -0.133
0.361 -0.439 0.615
-0.430 0.277 0.783
-0.026 -0.445 -0.503
-0.160 -0.134 -0.053
0.289 0.108 -0.262
-0.308 0.135 0.591
-1.203 -0.368 1.061
-0.039 0.320 0.427
-0.096 -0.202 -0.100
0.679 0.265 -0.309
0.560 0.770 -0.014

No. 3
This record from the Open Molecules 2025 dataset describes C27H28N2O4P2SSm as an isolated structure in a non-equilibrium geometry. The level of theory is the ωB97M-V functional and the def2-TZVPD basis.

The expectation value of S² is 8.766. As for the charge: +1. Its spin multiplicity is 6. For the energy relative to the best compared isomer or geometry (same formula, charge and spin), the calculation gives 0.0 kcal per mole. As for the total energy: -3194.8982 a.u. For the HOMO-LUMO gap (alpha / beta), the calculation gives 6.9 / 7.4 eV.

Positions of all 65 atoms, in Å:
C1 -0.932682 3.567822 -3.022137
C2 -0.827886 2.257807 -2.564235
C3 0.470486 1.737527 -2.290437
C4 1.600731 2.522192 -2.542076
C5 1.466337 3.856930 -2.911915
C6 0.196316 4.380404 -3.157178
C7 2.968621 1.901233 -2.301983
C8 2.927483 0.401061 -2.551375
C9 1.734581 -0.274873 -2.272938
C10 1.653756 -1.683875 -2.494269
C11 2.795939 -2.353009 -2.924671
C12 4.002001 -1.677475 -3.127195
C13 4.067651 -0.296900 -2.937788
H1 -1.925087 3.958152 -3.258191
H2 2.368014 4.463805 -3.015085
H3 0.085310 5.417767 -3.468667
H4 3.693297 2.359901 -2.983069
H5 2.736730 -3.430624 -3.091445
H6 4.887074 -2.227799 -3.441900
H7 4.995380 0.259586 -3.091710
N1 0.653500 0.455608 -1.736822
Sm1 0.297149 0.180325 0.437981
C14 -2.067434 1.413473 -2.342029
H8 -1.998358 0.460093 -2.889628
H9 -2.969832 1.957661 -2.650637
C15 0.367412 -2.443532 -2.234945
H10 -0.487483 -1.949746 -2.722046
H11 0.448862 -3.481036 -2.583391
P1 -2.253134 0.992473 -0.562254
P2 -0.007931 -2.510624 -0.427393
C16 1.273908 -3.662459 0.165145
H12 1.153767 -3.755437 1.253248
H13 1.149316 -4.643482 -0.312048
H14 2.271728 -3.264248 -0.054897
C17 -1.519701 -3.507405 -0.313522
H15 -1.382934 -4.468588 -0.828250
H16 -1.720381 -3.672575 0.754500
H17 -2.360226 -2.954785 -0.754144
C18 -2.723739 2.627705 0.109337
H18 -3.496760 3.084007 -0.524154
H19 -3.087731 2.503158 1.136578
H20 -1.841242 3.279653 0.131872
C19 -3.822283 0.082688 -0.455119
H21 -4.101343 0.021944 0.606288
H22 -4.614978 0.589354 -1.024025
H23 -3.676756 -0.936587 -0.838862
C20 3.392326 2.155564 -0.908621
O1 2.803777 1.759825 0.094214
H24 4.320476 2.750165 -1.051487
O2 -0.482184 -3.004259 2.805162
C21 -0.677720 -1.834308 3.159101
N2 -0.950201 -0.806482 2.266399
S1 -1.289323 0.660251 2.966386
O3 -0.311590 1.573612 2.268240
O4 -2.677272 1.051612 2.910264
C22 -0.865980 0.088775 4.555692
C23 -0.949385 0.803679 5.745908
C24 -0.733504 0.110078 6.945912
C25 -0.473376 -1.270937 6.932137
C26 -0.422418 -1.972650 5.725546
C27 -0.636423 -1.282157 4.531922
H25 -1.171409 1.868878 5.716352
H26 -0.779265 0.648763 7.892486
H27 -0.316341 -1.795302 7.876039
H28 -0.227634 -3.042387 5.675816

Cartesian forces, eV/Å:
0.152 0.174 0.150
0.526 -0.291 0.205
-0.340 0.240 0.034
-0.182 0.345 0.063
-0.205 -0.156 -0.235
0.037 0.000 -0.054
-1.139 -0.715 -1.061
0.236 -0.242 0.074
0.050 -0.483 0.127
-0.101 0.624 0.254
0.239 0.081 0.070
0.005 0.028 -0.024
-0.195 -0.094 -0.202
0.312 -0.017 0.075
-0.321 -0.046 -0.103
0.019 -0.256 0.065
-0.059 -0.040 0.167
0.080 0.295 0.007
-0.215 0.126 0.077
-0.207 -0.283 -0.051
-0.677 -0.509 -1.092
1.214 0.690 0.056
0.311 -0.250 -0.040
-0.033 0.276 0.026
0.213 -0.174 -0.063
-0.011 0.161 0.088
0.225 -0.147 0.032
-0.035 0.252 -0.136
-0.605 0.825 -0.148
0.381 -0.670 -0.474
0.049 0.005 0.311
0.080 -0.118 -0.325
0.095 0.202 0.120
-0.175 -0.123 -0.009
-0.246 0.108 0.181
-0.081 0.266 0.117
0.013 -0.016 -0.337
0.164 -0.238 0.082
0.086 0.094 0.146
0.160 -0.092 0.196
0.060 0.097 -0.326
-0.230 -0.060 -0.030
0.010 -0.355 0.071
0.021 -0.019 -0.301
0.238 -0.141 0.168
-0.190 0.259 0.082
-0.310 -0.244 0.188
0.907 0.572 -0.751
0.052 0.036 1.951
-0.181 1.896 0.821
-0.105 -1.046 -1.229
-0.404 0.770 -0.430
0.151 -1.918 -0.856
-1.015 -0.484 0.867
1.054 0.064 0.054
-0.040 0.594 1.516
0.165 -0.190 0.037
-0.024 -0.096 -0.356
-0.024 0.310 -0.121
-0.065 0.149 -0.292
0.158 0.001 0.836
0.051 -0.225 0.194
0.012 -0.176 -0.268
-0.041 0.151 -0.311
-0.070 0.222 0.114